(1)
Computed, not measured: C44H31N6NiO as an isolated structure, with ωB97M-V/def2-TZVPD.

```
! RIJCOSX wB97M-V def2-TZVPD def2/J DEFGRID3
* xyz 1 3
Ni -0.62 -0.59 -0.22
C -0.47 4.76 5.63
C 0.55 4.63 4.69
C 0.46 3.67 3.69
C -0.65 2.83 3.63
C -1.67 2.96 4.57
C -1.57 3.92 5.56
C -0.73 1.83 2.53
C -1.33 2.19 1.36
C -2.12 3.36 1.05
C -2.75 3.11 -0.13
C -2.31 1.80 -0.53
N -1.45 1.29 0.31
C -2.65 0.85 -1.67
C -1.43 0.79 -2.57
C -1.10 1.41 -3.83
C 0.21 1.09 -4.06
C 0.66 0.30 -2.95
C 1.89 -0.27 -2.71
C 2.98 0.03 -3.67
C 3.63 -0.97 -4.39
C 4.66 -0.65 -5.25
C 5.07 0.67 -5.40
C 4.42 1.67 -4.69
C 3.38 1.36 -3.84
C 2.17 -1.11 -1.56
N 1.38 -1.22 -0.47
C 1.97 -2.13 0.36
C 1.54 -2.35 1.69
C 2.00 -3.52 2.47
C 1.02 -4.28 3.12
C 1.36 -5.41 3.84
C 2.69 -5.80 3.94
C 3.67 -5.04 3.33
C 3.33 -3.91 2.59
C 0.73 -1.42 2.39
C 0.88 -1.17 3.80
C 0.35 0.08 4.01
C -0.15 0.52 2.76
N 0.05 -0.40 1.80
C 3.15 -2.65 -0.26
C 3.31 -1.96 -1.43
N -0.40 0.14 -2.08
C -3.99 0.95 -2.32
C -4.18 0.47 -3.62
C -5.43 0.52 -4.21
C -6.51 1.02 -3.50
C -6.34 1.48 -2.21
C -5.09 1.44 -1.61
H -0.41 5.51 6.40
H 1.41 5.28 4.74
H 1.25 3.57 2.96
H -2.53 2.30 4.51
H -2.37 4.01 6.29
H -2.22 4.24 1.67
H -3.44 3.75 -0.66
H -1.76 1.99 -4.45
H 0.80 1.36 -4.93
H 3.29 -2.00 -4.30
H 5.15 -1.43 -5.81
H 5.89 0.91 -6.06
H 4.73 2.70 -4.81
H 2.87 2.14 -3.29
H -0.02 -3.97 3.05
H 0.59 -5.99 4.33
H 2.96 -6.68 4.51
H 4.71 -5.32 3.42
H 4.12 -3.30 2.18
H 1.40 -1.80 4.50
H 0.33 0.64 4.93
H 3.81 -3.41 0.13
H 4.13 -2.03 -2.12
H -3.34 0.06 -4.17
H -5.57 0.15 -5.22
H -7.49 1.06 -3.96
H -7.18 1.87 -1.65
H -4.97 1.78 -0.59
O -3.48 -0.89 -0.32
N -2.51 -0.49 -0.84
N -1.10 -2.82 -0.10
H -1.85 -2.94 0.57
H -0.35 -3.45 0.15
H -1.45 -3.12 -1.01
*
```

Computed properties:
gap between HOMO and LUMO (alpha / beta) = 5.2519 / 5.2978 eV
expectation value of S² = 2.052
LUMO (alpha / beta) = -0.168 / -0.167 Ha

***

(2)
Computed, not measured: C44H33BCrN10O2S2 as an isolated structure, with ωB97M-V/def2-TZVPD.

```
! RIJCOSX wB97M-V def2-TZVPD def2/J DEFGRID3
* xyz 1 4
Cr -0.89 0.62 0.76
C 2.87 1.80 2.17
C 1.91 0.81 1.99
N 0.72 1.38 1.77
N 0.90 2.71 1.81
C 2.18 2.99 2.04
B -0.34 3.61 1.65
N -0.86 3.53 0.20
C -1.28 4.53 -0.58
C -2.00 3.99 -1.62
C -1.99 2.62 -1.39
N -1.27 2.35 -0.29
N -1.48 2.95 2.49
C -2.20 3.48 3.48
C -3.22 2.60 3.80
C -3.04 1.53 2.93
N -1.99 1.75 2.14
H 3.92 1.66 2.36
H 2.01 -0.26 2.02
H 2.53 4.01 2.10
H -0.13 4.72 2.00
H -1.05 5.56 -0.35
H -2.48 4.51 -2.43
H -2.47 1.85 -1.96
H -1.95 4.45 3.89
H -3.98 2.72 4.55
H -3.63 0.63 2.83
S -2.06 -2.92 6.82
C -1.65 -1.98 8.18
C -1.13 -0.77 7.83
C -1.05 -0.60 6.43
C -1.52 -1.68 5.73
C -1.67 -1.83 4.28
C -1.10 -0.90 3.40
N -1.31 -0.90 2.10
C -2.11 -1.86 1.57
C -2.61 -2.92 2.34
C -3.33 -3.97 1.68
C -3.51 -3.95 0.34
C -3.03 -2.86 -0.46
C -3.11 -2.82 -1.85
C -2.54 -1.77 -2.55
C -2.03 -0.70 -1.80
N -2.01 -0.67 -0.47
C -2.41 -1.78 0.19
C -2.46 -1.76 -4.00
C -2.97 -2.68 -4.89
C -2.70 -2.36 -6.24
C -1.98 -1.21 -6.36
S -1.63 -0.51 -4.85
C -2.39 -2.88 3.72
H -1.82 -2.38 9.17
H -0.81 -0.03 8.55
H -0.68 0.30 5.96
H -0.43 -0.13 3.78
H -3.69 -4.79 2.28
H -4.02 -4.76 -0.16
H -3.58 -3.64 -2.38
H -1.62 0.16 -2.31
H -3.52 -3.56 -4.59
H -3.04 -2.95 -7.07
H -1.64 -0.73 -7.27
H -2.80 -3.65 4.35
O 0.51 -2.28 0.30
C 1.05 -1.38 -0.33
N 2.21 -1.45 -1.03
C 2.54 -0.22 -1.71
C 1.39 0.67 -1.19
O 1.27 1.86 -1.41
N 0.55 -0.09 -0.43
C 2.49 -0.34 -3.24
C 2.33 0.79 -4.04
C 2.37 0.69 -5.42
C 2.56 -0.54 -6.02
C 2.68 -1.68 -5.24
C 2.65 -1.58 -3.86
C 3.92 0.32 -1.28
C 4.25 1.66 -1.47
C 5.50 2.13 -1.11
C 6.44 1.27 -0.57
C 6.12 -0.06 -0.37
C 4.86 -0.53 -0.72
H 2.72 -2.31 -1.13
H 2.17 1.75 -3.57
H 2.25 1.58 -6.02
H 2.61 -0.62 -7.10
H 2.80 -2.65 -5.70
H 2.76 -2.48 -3.27
H 3.52 2.34 -1.88
H 5.74 3.18 -1.25
H 7.43 1.63 -0.31
H 6.84 -0.74 0.06
H 4.63 -1.58 -0.55
*
```

Computed properties:
gap between HOMO and LUMO (alpha / beta) = 7.1770 / 6.9761 eV
expectation value of S² = 3.777
LUMO (alpha / beta) = -0.123 / -0.131 Ha

***

(3)
Computed, not measured: C44H33Cl2CrIN9O4 as an isolated structure, with ωB97M-V/def2-TZVPD.

```
! RIJCOSX wB97M-V def2-TZVPD def2/J DEFGRID3
* xyz 0 4
Cr 0.43 0.23 -0.50
O -4.63 -0.94 -1.95
C -3.98 -0.70 -3.09
C -4.74 -0.59 -4.26
C -4.13 -0.35 -5.47
C -2.75 -0.20 -5.56
C -1.99 -0.30 -4.41
C -2.58 -0.55 -3.17
C -1.70 -0.60 -1.98
O -0.46 -0.37 -2.15
N -2.25 -0.88 -0.82
N -1.34 -0.83 0.23
C -1.85 -1.11 1.36
C -1.13 -1.19 2.64
C -1.85 -1.04 3.82
C -1.18 -1.06 5.03
C 0.19 -1.26 5.02
C 0.83 -1.44 3.79
N 0.19 -1.41 2.63
H -3.96 -0.99 -1.23
H -5.81 -0.70 -4.17
H -4.74 -0.26 -6.36
H -2.28 0.00 -6.51
H -0.92 -0.16 -4.44
H -2.93 -1.28 1.40
H -2.92 -0.88 3.78
H -1.71 -0.93 5.96
H 0.77 -1.28 5.93
H 1.90 -1.61 3.74
N 2.75 1.71 -2.08
C 1.88 1.24 -1.48
I 3.96 -0.06 0.94
C 2.43 1.06 1.80
C 2.80 1.84 2.89
C 1.81 2.52 3.59
C 0.50 2.39 3.18
C 0.24 1.64 2.05
N 1.18 0.98 1.36
H 3.84 1.90 3.18
H 2.08 3.13 4.44
H -0.31 2.90 3.68
H -0.77 1.56 1.67
Cl -1.19 7.57 0.68
C 0.36 6.88 0.24
C 1.35 6.86 1.20
C 2.57 6.29 0.91
C 2.79 5.78 -0.35
C 1.80 5.83 -1.32
Cl 2.19 5.19 -2.88
C 0.53 6.36 -1.05
N -0.51 6.43 -1.97
C -0.84 5.40 -2.91
C -0.67 5.66 -4.26
C -1.03 4.72 -5.22
C -1.58 3.52 -4.82
C -1.79 3.27 -3.47
C -1.43 4.20 -2.50
C -1.69 3.86 -1.05
C -0.55 3.00 -0.51
O 0.43 3.49 0.01
O -0.78 1.72 -0.63
H 1.14 7.29 2.18
H 3.36 6.26 1.66
H 3.73 5.32 -0.62
H -1.33 6.86 -1.56
H -0.22 6.60 -4.55
H -0.87 4.94 -6.27
H -1.87 2.77 -5.55
H -2.24 2.33 -3.16
H -2.62 3.29 -0.99
H -1.77 4.75 -0.43
C 1.90 -3.91 -0.46
C 1.40 -2.68 -0.08
N 1.52 -1.60 -0.86
C 2.12 -1.72 -2.05
C 2.68 -2.91 -2.49
C 2.55 -4.03 -1.67
C 3.35 -2.96 -3.80
C 4.56 -3.47 -4.03
C 5.50 -3.99 -3.01
C 5.72 -3.34 -1.80
C 6.64 -3.92 -0.94
N 7.30 -5.04 -1.24
C 7.02 -5.56 -2.43
N 6.17 -5.10 -3.34
H 1.78 -4.76 0.20
H 0.91 -2.52 0.86
H 2.19 -0.82 -2.65
H 2.95 -4.98 -2.00
H 2.80 -2.57 -4.64
H 4.92 -3.54 -5.05
H 5.21 -2.43 -1.55
H 6.86 -3.47 0.02
H 7.56 -6.47 -2.69
*
```

Computed properties:
gap between HOMO and LUMO (alpha / beta) = 6.8334 / 6.7119 eV
energy relative to the best compared isomer or geometry (same formula, charge and spin) = 0.230 eV
expectation value of S² = 3.779
LUMO (alpha / beta) = -0.031 / -0.035 Ha

***

(4)
Computed, not measured: C44H33ClN5O10RbS as an isolated structure, with ωB97M-V/def2-TZVPD.

```
! RIJCOSX wB97M-V def2-TZVPD def2/J DEFGRID3
* xyz -2 1
Rb 1.82 -1.02 0.51
O -3.84 5.35 -0.86
N -3.29 5.51 0.21
O -3.48 6.47 0.92
C -2.33 4.47 0.67
C -2.13 4.43 1.99
C -1.30 3.43 2.58
C -1.08 3.37 3.97
C -0.28 2.38 4.47
C 0.31 1.47 3.57
N 0.12 1.51 2.27
C -0.68 2.48 1.77
C -0.90 2.52 0.33
N -0.29 1.57 -0.41
C -0.42 1.60 -1.71
C -1.14 2.59 -2.38
C -1.79 3.55 -1.66
C -1.71 3.53 -0.24
H -2.63 5.15 2.62
H -1.55 4.10 4.61
H -0.08 2.30 5.53
H 0.97 0.68 3.93
H 0.08 0.81 -2.26
H -1.18 2.60 -3.47
H -2.35 4.32 -2.15
O 0.63 -2.50 3.48
C -0.62 -1.91 3.79
C -1.71 -2.87 3.36
C -2.05 -2.76 1.86
C -2.87 -1.52 1.55
C -4.27 -1.57 1.61
C -5.00 -0.43 1.35
C -4.34 0.74 1.04
C -2.95 0.71 1.00
N -2.23 -0.39 1.25
H 1.33 -1.81 3.48
H -0.74 -0.97 3.23
H -0.71 -1.68 4.86
H -2.61 -2.73 3.97
H -1.33 -3.88 3.56
H -2.63 -3.63 1.56
H -1.14 -2.75 1.27
H -4.76 -2.51 1.86
H -6.09 -0.46 1.39
H -4.87 1.66 0.81
H -2.39 1.60 0.75
Cl 1.52 6.03 -3.36
C 2.22 4.46 -3.01
C 1.96 3.85 -1.80
C 2.51 2.59 -1.55
C 3.31 1.95 -2.48
C 3.57 2.59 -3.69
C 3.03 3.85 -3.96
C 3.87 0.54 -2.20
O 4.52 0.02 -3.13
O 3.57 0.06 -1.07
H 1.32 4.34 -1.08
H 2.30 2.08 -0.62
H 4.19 2.08 -4.40
H 3.23 4.35 -4.90
C -2.52 -8.58 -4.60
C -3.63 -8.10 -5.51
O -4.22 -8.86 -6.25
S -4.12 -6.38 -5.55
C -3.07 -5.55 -4.40
C -3.49 -5.37 -3.08
C -2.66 -4.75 -2.16
C -1.38 -4.27 -2.52
C -1.00 -4.43 -3.87
C -1.83 -5.05 -4.79
C -0.51 -3.67 -1.57
C 0.29 -3.17 -0.75
H -2.91 -9.39 -3.99
H -2.11 -7.80 -3.96
H -1.73 -8.99 -5.23
H -4.46 -5.75 -2.78
H -2.98 -4.62 -1.13
H -0.03 -4.05 -4.17
H -1.51 -5.17 -5.82
O 3.77 -0.17 4.90
C 3.49 -0.05 3.70
O 2.56 -0.63 3.04
C 4.37 0.90 2.93
C 5.75 0.87 3.14
C 6.58 1.78 2.52
C 6.02 2.76 1.71
C 4.66 2.81 1.47
C 3.84 1.86 2.07
N 6.89 3.78 1.09
O 8.09 3.72 1.31
O 6.36 4.70 0.50
H 6.15 0.13 3.82
H 7.65 1.77 2.67
H 4.27 3.57 0.82
H 2.77 1.86 1.87
*
```

Computed properties:
gap between HOMO and LUMO = 5.6398 eV
energy relative to the best compared isomer or geometry (same formula, charge and spin) = 1.101 eV
LUMO = 0.088 Ha

***

(5)
Computed, not measured: C44H33N11OTc as an isolated structure, with ωB97M-V/def2-TZVPD.

```
! RIJCOSX wB97M-V def2-TZVPD def2/J DEFGRID3
* xyz 2 2
Tc -0.01 0.09 0.05
C -3.32 5.81 -0.59
C -2.06 6.40 -0.46
C -0.91 5.63 -0.29
C -1.07 4.25 -0.29
C -0.14 3.15 -0.13
N -0.80 1.96 -0.29
C -2.14 2.24 -0.44
N -3.11 1.37 -0.53
C -3.03 0.13 -0.14
C -4.13 -0.81 -0.20
C -5.38 -0.76 -0.79
C -6.24 -1.84 -0.57
C -5.86 -2.92 0.22
C -4.60 -2.98 0.81
C -3.75 -1.91 0.59
C -2.42 -1.60 1.09
N -1.84 -2.29 2.03
C -0.64 -2.03 2.49
N 0.34 -1.34 1.84
C 1.38 -1.22 2.72
N 2.46 -0.51 2.53
C 2.52 0.53 1.74
N 1.45 1.13 1.12
C 1.89 2.33 0.61
N 1.13 3.28 0.14
C 3.32 2.45 0.80
C 4.25 3.37 0.36
C 5.58 3.12 0.66
C 5.97 2.02 1.42
C 5.04 1.11 1.89
C 3.71 1.31 1.54
C 1.10 -1.92 3.96
C 1.77 -2.01 5.17
C 1.08 -2.56 6.24
C -0.21 -3.05 6.11
C -0.87 -3.00 4.88
C -0.21 -2.42 3.82
N -1.98 -0.41 0.57
C -2.34 3.67 -0.46
C -3.48 4.44 -0.58
H -4.18 6.45 -0.70
H -1.97 7.47 -0.50
H 0.05 6.08 -0.15
H -5.68 0.07 -1.41
H -7.22 -1.84 -1.02
H -6.55 -3.73 0.37
H -4.30 -3.82 1.42
H 3.95 4.23 -0.21
H 6.34 3.80 0.30
H 7.02 1.88 1.65
H 5.33 0.26 2.49
H 2.77 -1.63 5.28
H 1.56 -2.59 7.21
H -0.73 -3.43 6.97
H -1.88 -3.38 4.77
H -4.45 3.97 -0.68
O 1.44 -2.16 -0.53
C 1.45 -2.90 -1.74
C 0.29 -3.89 -1.80
C -1.01 -3.19 -1.37
C -1.26 -2.01 -2.27
C -1.75 -2.30 -3.54
C -1.92 -1.31 -4.48
C -1.64 0.00 -4.09
C -1.19 0.21 -2.81
N -0.96 -0.76 -1.91
H 1.48 -2.79 0.20
H 2.41 -3.44 -1.85
H 1.37 -2.17 -2.54
H 0.47 -4.73 -1.14
H 0.22 -4.27 -2.82
H -0.92 -2.88 -0.34
H -1.85 -3.88 -1.46
H -1.99 -3.33 -3.78
H -2.26 -1.53 -5.48
H -1.79 0.82 -4.76
H -1.01 1.23 -2.48
C 3.90 -0.78 -0.99
C 3.11 0.24 -1.73
N 1.86 0.65 -1.56
C 1.68 1.68 -2.44
C 2.82 1.89 -3.16
N 3.71 0.97 -2.69
H 3.35 -1.15 -0.13
H 4.83 -0.33 -0.65
H 4.14 -1.61 -1.65
H 0.78 2.25 -2.50
H 3.06 2.60 -3.92
H 4.66 0.84 -3.02
*
```

Computed properties:
gap between HOMO and LUMO (alpha / beta) = 4.0728 / 4.0635 eV
expectation value of S² = 0.806
LUMO (alpha / beta) = -0.281 / -0.278 Ha

***

Here are the calculated energy numbers, same order: -3607.14992 -4260.35212 -4752.94523 -3605.10519 -2454.48925 (hartree).